Molecular formula: C38H39BrCuN6O5Si2
Method: DFT, ωB97M-V/def2-TZVPD

Structure (XYZ):
```
92
Properties=species:S:1:pos:R:3:mulliken_spin:R:1
Br -5.19206 3.41179 2.45977 0.000
Cu -0.66859 0.12490 0.43701 0.006
Si 0.68360 -2.03932 3.00262 0.000
Si -0.45974 -0.42422 4.24498 -0.001
O 4.07662 1.67029 -5.80996 0.004
O -1.78460 0.20644 2.36658 0.005
O 1.97445 0.41660 1.73786 0.000
O -0.83035 2.14511 0.20761 0.059
O -3.02728 1.69183 3.47903 -0.001
N 0.03702 -1.89506 0.52489 0.004
N -0.36677 0.31090 -1.74709 0.044
N 2.16954 -3.11453 0.78965 0.000
N -2.03122 3.57935 -5.08166 0.381
N -1.60295 -2.80644 -0.80151 -0.001
N -1.29696 3.22235 -6.13932 0.242
C -1.15369 2.43408 -1.02622 0.105
C 2.75500 2.10719 -5.82965 0.090
C 0.64004 2.07072 -6.98239 0.064
C -1.93191 -0.99134 5.28031 0.000
C -0.04016 -3.79861 2.99705 0.000
C -5.47543 2.23079 -0.03313 -0.001
C 2.54085 -1.51171 7.19537 0.000
C 1.73714 -3.99642 -0.12506 0.000
C 0.52415 -3.91685 -0.70593 -0.001
C 2.16617 -0.66710 0.84741 0.004
C 1.77534 -1.95891 4.55753 0.000
C 4.71328 1.70466 -4.55721 0.005
C -1.75762 3.11709 -3.80522 -0.103
C 1.35482 -1.93755 1.17896 0.001
C -0.13968 1.42481 4.19019 0.000
C -2.76561 1.04283 2.47109 -0.004
C -0.95744 0.82545 -4.41114 -0.049
C -4.26098 0.41919 -0.99579 0.000
C 0.85636 3.29293 -4.93352 0.126
C -2.12778 3.91633 -2.72156 0.145
C 2.87335 -2.63644 5.09006 0.000
C -0.38674 -0.36782 -4.03206 0.070
C 3.25830 -2.40852 6.40595 0.000
C -0.08280 -0.56800 -2.67919 -0.059
C 3.39672 -3.36506 1.52036 0.000
C -1.17909 1.84138 -3.46789 0.034
C 2.19186 2.92723 -4.85542 -0.047
C 1.43637 -0.84706 6.67497 0.000
C -0.89393 1.51799 -2.10262 0.060
C -5.25672 1.37500 -1.09627 0.002
C -1.80728 3.61064 -1.39636 -0.128
C 1.03603 -1.05499 5.35306 0.000
C -3.68623 1.19308 1.25282 0.003
C -4.70732 2.14071 1.12377 -0.005
C 1.97319 1.70165 -6.90017 -0.042
C -0.33604 -2.82664 -0.28235 -0.002
C -3.50960 0.34464 0.16054 0.004
C 0.02066 2.85259 -5.98735 -0.027
H 2.42338 1.07204 -7.66121 0.000
H 0.19509 -4.63488 -1.44168 0.000
H 2.78538 3.29027 -4.02444 -0.003
H 1.96927 -0.37119 -0.18983 -0.004
H -1.70257 -0.84118 6.34038 0.000
H 3.50331 -4.42989 1.73821 0.000
H 0.87928 1.61187 3.84172 0.000
H -0.97141 -3.84771 2.42433 0.000
H -2.69497 -0.36727 0.20809 -0.003
H -2.63268 4.84821 -2.95470 0.013
H 4.10953 -2.93453 6.82436 0.000
H 4.28507 -3.03395 0.97393 0.000
H -4.04452 -0.23844 -1.83029 0.000
H 0.88296 -0.16061 7.31247 0.000
H 4.97481 2.72506 -4.25502 0.001
H 0.66170 -4.51737 2.56040 0.000
H 5.63058 1.12399 -4.65400 0.000
H 2.43287 -4.79192 -0.36923 0.000
H 0.42958 3.92633 -4.16663 0.009
H -2.07939 4.29688 -0.59967 -0.002
H 1.12453 0.84914 1.54869 -0.001
H -6.23652 2.99605 -0.10006 0.000
H 0.37753 -1.49743 -2.34895 -0.007
H -0.24079 1.84196 5.19756 0.000
H -1.23534 0.99749 -5.44328 0.000
H -0.25258 -4.10747 4.02365 0.000
H -2.25733 -2.19467 -0.33997 -0.001
H 0.03659 1.73555 -7.81989 0.010
H 3.43242 -3.35797 4.49938 0.000
H 2.84441 -1.34123 8.22288 0.000
H -2.83247 -0.43587 5.02880 0.000
H -2.12013 -2.05923 5.12534 0.000
H 3.36418 -2.82488 2.46526 0.000
H 4.08593 1.26408 -3.77573 -0.003
H 3.22465 -0.91585 0.93530 0.000
H -0.17523 -1.14108 -4.76055 0.006
H -0.84595 1.93441 3.53215 -0.001
H -5.82879 1.48257 -2.00951 0.000
H -1.97667 -3.68925 -1.10163 0.000
```

Values from the calculation:
E_tot = -6969.699182 hartree
gap between HOMO and LUMO (alpha / beta) = 3.48 / 4.63 eV
multiplicity = 2
relative energy (zero: lowest compared OMol25 entry of this formula, charge and spin) = 61.0 kcal per mole
max |F| = 0.0175 hartree/bohr
total charge = -2

---

Molecular formula: C38H39FeN6OPS
Method: DFT, ωB97M-V/def2-TZVPD

Structure (XYZ):
```
87
Properties=species:S:1:pos:R:3:mulliken_spin:R:1
Fe 0.07611 0.01692 -0.11009 0.414
S -2.53252 -0.70427 2.19226 0.015
P -0.40136 2.41038 0.63159 0.231
O -1.47998 0.01639 1.32151 -0.055
N 0.31517 -1.93921 0.34250 0.024
N 1.71927 0.56497 0.94016 -0.014
N -0.34388 -4.04164 0.11058 0.000
N 0.75988 0.18052 -2.03116 -0.018
N -1.57738 -0.88936 -1.26803 -0.006
N 0.30323 0.26518 -4.20027 0.007
C 3.03909 4.56644 1.04589 0.002
C -1.59282 -1.79111 3.30434 -0.002
C 1.27714 2.94563 0.89693 0.057
C -1.36617 -0.84413 -2.72034 0.000
C -1.77618 4.11167 3.98477 -0.014
C 1.26944 -2.78073 0.96792 0.002
C 1.68701 4.27929 0.99789 0.004
C -1.97750 3.26407 -3.56857 0.038
C 1.56303 0.83564 -4.06540 -0.003
C -1.03617 3.39831 3.06180 0.027
C -3.00604 0.43194 3.51525 0.000
C -3.38466 4.65686 2.26669 -0.012
C 2.71564 -4.91759 1.99476 0.000
C -1.86285 -2.23135 -0.74218 -0.005
C -0.95816 2.70087 -1.05040 0.055
C -2.65265 3.94508 1.33045 0.034
C 2.21741 1.92887 0.92537 -0.010
C -1.46520 3.31788 1.72506 0.057
C -2.25043 2.27774 -1.39772 0.052
C 0.85344 -4.10404 0.81069 -0.001
C -0.17089 3.37888 -1.98114 0.048
C 3.10261 1.19142 -2.25735 -0.001
C -1.92874 -1.35881 4.73126 0.001
C 3.15176 -3.59705 2.18221 0.001
C -0.68969 3.66331 -3.23538 -0.015
C 2.44503 -2.52327 1.68299 0.003
C 1.55529 -5.19573 1.30986 0.001
C 3.65517 1.80018 -4.54354 0.002
C -2.95713 4.73163 3.58724 0.041
C 3.57029 2.20719 0.96797 0.004
C -0.61202 -2.75171 -0.12172 0.011
C -2.06046 0.16124 4.68072 -0.001
C -0.10498 -0.10710 -2.98080 0.001
C 1.85354 0.77096 -2.70564 0.003
C -2.75944 2.56455 -2.65080 -0.018
C 3.98790 1.70494 -3.18277 0.000
C 3.97286 3.53437 1.01840 0.004
C 2.43552 1.35642 -5.01205 0.001
H -1.84157 -2.82809 3.08313 0.001
H -2.30044 -0.24195 -0.98445 0.005
H 2.80698 -1.52821 1.87947 0.000
H -2.45061 0.57490 5.60893 0.000
H 1.43718 0.36083 1.90035 0.004
H 0.95246 5.07474 1.01400 0.001
H 2.47258 -0.08324 0.73049 -0.001
H 3.37104 5.59331 1.10290 0.001
H 4.97004 2.02211 -2.86105 0.000
H 3.38979 1.09690 -1.22140 0.002
H 4.37491 2.20871 -5.23839 0.000
H -2.87839 -1.80116 5.03712 0.000
H -2.21256 -0.40571 -3.25285 -0.001
H -0.19074 0.10435 -5.06435 0.001
H -2.96761 1.43327 3.09091 0.001
H 1.20956 -6.21094 1.17354 0.000
H -1.43505 4.19366 5.00758 0.000
H -1.16877 -1.70232 5.43100 0.000
H -3.54398 5.28232 4.31006 0.001
H -2.38228 3.51079 -4.54097 0.000
H 4.06269 -3.42218 2.73670 0.000
H -4.28614 5.16953 1.96060 0.000
H -1.08920 0.62459 4.48853 0.000
H -0.91299 -4.82693 -0.16548 0.000
H -2.64399 -2.16921 0.01835 0.000
H -0.54983 -1.60609 3.03805 0.000
H 0.83378 3.69699 -1.73143 0.004
H 5.02882 3.76570 1.05793 0.000
H 2.18218 1.40126 -6.06231 0.000
H 4.30585 1.41236 0.98934 0.000
H -4.04181 0.19150 3.76119 -0.001
H -1.24237 -1.86087 -3.10218 0.002
H -2.86723 1.76418 -0.66724 0.004
H -3.76711 2.26705 -2.90941 0.001
H -2.98864 3.91877 0.30493 0.004
H -0.11335 2.92091 3.37132 0.004
H -2.23500 -2.91202 -1.51117 0.000
H 3.29954 -5.72950 2.40451 0.000
H -0.08913 4.21310 -3.94716 0.001
```

Values from the calculation:
E_tot = -3877.671327 hartree
gap between HOMO and LUMO (alpha / beta) = 7.97 / 5.96 eV
multiplicity = 2
max |F| = 0.0267 hartree/bohr
total charge = +3

---

Molecular formula: C38H39GeN8O2SbZn
Method: DFT, ωB97M-V/def2-TZVPD

Structure (XYZ):
```
90
Properties=species:S:1:pos:R:3:lowdin_charge:R:1
Sb 0.77155 -0.97857 -4.71734 1.494
Ge -0.37700 -1.25441 1.95130 1.012
Zn 0.45436 0.49064 -1.45879 0.768
O -2.22098 0.49862 -1.39627 0.020
O -3.59508 1.46742 -0.06204 0.026
N 2.41025 1.06524 -3.01052 0.045
N -2.47658 1.35078 -0.56533 -0.401
N 1.30355 -1.33421 -1.92647 -0.110
N -0.50126 3.75023 1.08192 -0.010
N -0.37149 1.52647 -3.42686 0.023
N 0.79391 3.32004 0.78367 0.062
N -2.77952 3.48930 1.21648 0.211
N -1.42412 2.13804 -0.21527 0.147
C 2.61570 -1.55404 0.09975 -0.046
C 0.75810 -2.06805 -2.89237 -0.563
C -1.91728 -2.46881 1.73072 -0.256
C -2.99603 -1.91578 1.03249 -0.133
C 3.36611 -2.69015 4.54567 -0.093
C -0.33606 1.34377 3.39635 -0.133
C -0.82186 2.33078 4.24474 -0.109
C -2.94378 1.22458 4.29115 -0.090
C 4.71385 0.92281 -4.54429 -0.065
C 3.57705 0.21841 -4.90564 -0.130
C -2.44474 2.59172 -3.92173 -0.030
C -1.97958 -3.82658 2.03793 -0.097
C 0.27250 -3.33821 -2.79129 -0.174
C -0.59094 3.86029 -2.79593 -0.026
C 0.38364 -3.95229 -1.48547 -0.112
C -2.01310 0.39123 -4.73212 -0.114
C 1.23888 -1.80572 -0.52182 -0.633
C -0.74771 0.46537 -4.15882 -0.448
C -4.09052 -2.68185 0.66068 -0.076
C -2.88708 1.44899 -4.57008 -0.051
C 3.50155 1.74846 -2.66352 -0.327
C 1.22067 -3.18251 3.57546 -0.099
C 4.67787 1.69869 -3.40299 -0.030
C -1.17342 2.60504 -3.37187 -0.346
C 2.15431 -0.99899 3.34559 -0.134
C -2.43890 0.22709 3.46530 -0.096
C -1.61591 3.08632 0.69430 -0.400
C -3.07395 -4.60041 1.67081 -0.089
C 0.14766 -0.88992 0.09213 -0.279
C 2.33816 -3.58486 4.29740 -0.085
C -2.13597 2.28014 4.68756 -0.112
C 1.10672 -1.88438 3.08000 -0.259
C 3.26850 -1.38935 4.07184 -0.086
C 3.39594 2.58485 -1.42101 -0.031
C -4.13168 -4.03160 0.97948 -0.094
C -1.12697 0.26918 2.98530 -0.240
C 0.87727 -3.27519 -0.43773 -0.067
C 2.43795 0.29609 -4.11199 -0.418
H 2.75433 -2.12230 1.01994 0.063
H -0.10191 -3.87760 -3.64902 0.062
H 0.85733 2.31644 0.94358 0.050
H 3.38705 -1.85305 -0.61068 0.083
H -0.16489 3.12539 4.58331 0.102
H 2.11750 0.01228 2.96150 0.081
H -4.90530 -2.22525 0.11267 0.104
H -0.78517 -1.19969 -0.40202 0.018
H -1.16939 -4.31139 2.56056 0.071
H -3.07814 -0.60480 3.19974 0.089
H 0.98187 3.47489 -0.19867 0.029
H 0.09104 -4.98972 -1.36328 0.095
H -3.55669 2.85602 1.06584 0.086
H 2.74392 -0.49083 0.33135 0.059
H 5.54340 2.26443 -3.08448 0.110
H -1.36566 4.55655 -2.47726 0.083
H -3.96495 1.16304 4.64652 0.102
H 0.04938 3.62690 -1.95386 0.030
H 4.06674 -0.68219 4.26042 0.101
H 0.43122 -3.89845 3.40943 0.070
H 4.24012 -3.00323 5.10236 0.099
H -3.88706 1.40696 -4.98290 0.112
H -3.07167 3.47108 -3.85294 0.114
H -0.56326 4.31712 1.91147 0.134
H 2.40611 -4.60241 4.66139 0.101
H -3.09317 -5.65417 1.91999 0.100
H 0.70438 1.38424 3.10353 0.073
H -4.97827 -4.63748 0.68253 0.098
H 2.99351 1.98286 -0.60323 0.058
H 3.57262 -0.40548 -5.79077 0.080
H -2.76952 4.05693 2.04675 0.113
H -2.51972 3.04385 5.35322 0.098
H -2.98458 -0.86524 0.75974 0.074
H 5.61511 0.86464 -5.14143 0.108
H -2.29950 -0.48793 -5.29476 0.095
H 2.72724 3.43045 -1.59781 0.071
H 0.02442 4.35185 -3.55260 0.092
H 4.36302 2.97999 -1.11564 0.081
H 1.01401 -3.75940 0.52504 0.095
```

Values from the calculation:
E_tot = -6156.249074 hartree
gap between HOMO and LUMO = 5.77 eV
multiplicity = 1
max |F| = 0.0112 hartree/bohr

---

Q: The highest max |F| belongs to which entry?
A: C38H39FeN6OPS

---

Q: Which formula does entry 2 have?
A: C38H39FeN6OPS